Record 1
41
Properties=species:S:1:pos:R:3 method="wB97M-V/def2-TZVPD" homo_energy_ha=-0.2840 smiles="O=C(NOCCO)c1cc2c(c(F)c1Nc1ccc(Br)cc1Cl)OCC2"
O -0.75 -2.44 0.26
F -0.22 2.14 -2.48
Cl -2.40 -1.43 -3.92
Br -5.90 3.04 -3.92
O 2.04 -2.45 4.68
O -0.06 -2.75 2.90
O 2.60 2.68 -1.93
C 0.04 -1.62 0.70
C -4.03 2.39 -1.84
C -3.84 0.91 -3.84
C -2.97 1.57 -1.39
C 1.99 -0.54 -0.16
C 0.60 1.28 -1.75
C -2.99 0.08 -3.17
C -4.39 2.05 -3.15
C 1.90 1.55 -1.52
C 0.63 -0.64 -0.20
C -2.38 0.55 -2.04
C -0.09 0.17 -1.11
C 2.62 0.61 -0.74
N 0.37 -1.74 2.00
N -1.40 -0.21 -1.43
C 0.69 -2.83 5.06
C -0.43 -2.30 4.19
C 3.87 2.52 -1.30
C 3.95 1.14 -0.59
H 2.69 -2.79 5.30
H -4.30 3.19 -1.26
H -4.12 0.52 -4.79
H -2.53 1.77 -0.44
H 2.48 -1.28 0.50
H 1.25 -1.25 2.06
H -1.67 -1.14 -1.17
H 0.52 -3.90 5.12
H 0.52 -2.38 6.05
H -1.33 -2.81 4.54
H -0.54 -1.19 4.21
H 4.17 3.37 -0.64
H 4.61 2.52 -2.11
H 4.53 0.33 -1.11
H 4.26 1.31 0.42


Record 2
16
Properties=species:S:1:pos:R:3 method="wB97M-V/def2-TZVPD" homo_energy_ha=-0.2798 smiles=C[C@@]12CC[C@@H]1C2
C -0.89 -1.57 -0.70
C 0.11 -0.56 -0.25
C 0.72 -0.47 1.34
C -0.17 0.62 1.08
C 0.39 1.64 0.13
C 0.35 0.69 -1.05
H -1.13 -2.31 0.05
H -0.50 -2.13 -1.55
H -1.83 -1.14 -1.04
H 0.36 -1.22 2.04
H 1.79 -0.35 1.32
H -1.10 0.72 1.62
H -0.22 2.52 -0.02
H 1.39 1.96 0.40
H 1.22 0.69 -1.68
H -0.51 0.92 -1.68


Record 3
113
Properties=species:S:1:pos:R:3 method="wB97M-V/def2-TZVPD" homo_energy_ha=-0.1309 charge=-2
S -0.11 0.30 0.05
O -1.06 0.27 -1.09
O 0.91 -0.65 -0.06
O 0.54 1.51 0.24
O -0.94 0.10 1.20
N 1.35 3.51 1.62
C 2.45 4.37 1.43
C 2.60 5.19 2.77
C 1.44 4.72 3.64
C 0.69 3.69 2.83
H 0.84 2.77 0.80
H 2.94 4.23 0.29
H 3.50 5.72 2.99
H 1.41 5.03 4.63
H -0.39 3.14 2.96
N -0.85 0.33 3.77
C 0.29 0.84 4.37
C 0.06 0.78 5.90
C -1.30 0.13 6.03
C -1.84 -0.15 4.71
H -0.86 0.45 2.65
H 1.12 1.12 3.64
H 0.68 1.19 6.71
H -1.81 -0.21 6.93
H -2.81 -0.89 4.39
N 2.04 -2.50 -1.51
C 2.46 -3.68 -0.94
C 3.48 -4.38 -1.76
C 3.41 -3.53 -3.02
C 2.49 -2.33 -2.80
H 1.48 -1.84 -0.80
H 2.03 -3.81 0.19
H 4.14 -5.27 -1.58
H 3.98 -3.74 -3.91
H 2.23 -1.54 -3.46
N -1.98 -1.26 -2.87
C -1.01 -1.76 -3.75
C -1.73 -2.66 -4.63
C -3.26 -2.53 -4.40
C -3.30 -1.57 -3.22
H -1.78 -0.62 -2.13
H 0.01 -1.33 -3.73
H -1.46 -3.30 -5.67
H -4.03 -2.83 -4.87
H -4.01 -1.08 -2.45
N -2.83 -1.57 1.36
C -3.56 -1.66 0.15
C -4.49 -2.78 0.14
C -4.20 -3.47 1.45
C -3.16 -2.67 2.12
H -2.02 -0.79 1.42
H -3.38 -0.79 -0.31
H -5.26 -2.94 -0.59
H -4.66 -4.30 2.03
H -2.68 -2.48 3.04
N 3.20 -0.59 1.18
C 3.59 0.69 1.73
C 4.90 0.50 2.42
C 5.12 -1.03 2.26
C 4.15 -1.59 1.37
H 2.19 -0.61 0.67
H 2.88 1.41 1.54
H 5.57 1.30 2.93
H 5.96 -1.61 2.63
H 3.99 -2.44 0.90
N -2.46 2.21 -1.96
C -2.05 3.49 -2.15
C -3.41 4.39 -2.13
C -4.50 3.32 -1.96
C -3.83 2.02 -1.78
H -1.84 1.50 -1.53
H -1.14 3.76 -2.24
H -3.56 5.33 -2.30
H -5.41 3.51 -1.81
H -4.37 1.06 -1.64
N 2.57 2.04 -1.58
C 3.37 1.01 -1.98
C 4.01 1.45 -3.27
C 3.34 2.88 -3.56
C 2.57 3.28 -2.31
H 1.77 1.92 -0.87
H 3.24 0.05 -1.48
H 4.59 0.89 -4.01
H 3.38 3.40 -4.60
H 2.11 4.09 -2.04
C -2.87 2.66 1.41
N -3.91 3.39 2.23
O -3.54 3.67 3.36
O -4.97 3.36 1.69
H -3.14 1.78 1.09
H -1.98 2.49 1.96
H -2.60 3.33 0.49
C 0.28 1.34 -3.78
N 0.92 1.16 -5.09
O 1.56 0.17 -5.22
O 0.88 2.09 -5.85
H -0.67 1.69 -3.98
H 0.43 2.14 -3.35
H 0.52 0.63 -3.11
C -1.22 -3.70 -0.40
N -0.49 -4.92 -0.46
O -0.63 -5.52 -1.49
O 0.03 -5.57 0.43
H -1.81 -3.35 -1.41
H -0.67 -3.01 -0.03
H -1.96 -4.06 0.40
C 1.41 -2.22 3.21
N 0.93 -3.64 3.08
O 1.80 -4.57 2.82
O -0.26 -3.92 2.92
H 1.08 -1.77 2.23
H 2.42 -2.12 3.36
H 0.78 -1.70 4.11


Record 4
118
Properties=species:S:1:pos:R:3 method="wB97M-V/def2-TZVPD" homo_energy_ha=-0.3125 smiles="O=S1(=O)CCCC1.O=S1(=O)CCCC1.O=S1(=O)CCCC1.O=S1(=O)CCCC1.O=S1(=O)CCCC1.O=S1(=O)CCCC1.O=S1(=O)CCCC1.PCCCI"
P -7.08 -0.90 -0.44
C -8.53 -2.01 -0.74
C -9.51 -1.56 -1.83
C -10.56 -0.58 -1.35
I -11.83 -1.34 0.19
H -7.44 -0.16 0.68
H -7.18 0.07 -1.45
H -8.15 -3.01 -0.95
H -9.05 -2.08 0.21
H -9.96 -2.41 -2.34
H -8.94 -1.02 -2.59
H -11.22 -0.29 -2.15
H -10.08 0.32 -0.97
C -3.04 0.61 4.16
C -4.17 0.18 5.10
C -5.43 -0.03 4.24
S -4.83 -0.50 2.61
O -5.19 0.54 1.67
O -5.17 -1.88 2.34
C -3.09 -0.35 2.97
H -2.07 0.58 4.64
H -3.22 1.63 3.82
H -3.90 -0.76 5.59
H -4.36 0.91 5.88
H -6.07 -0.82 4.61
H -6.00 0.89 4.14
H -2.58 0.01 2.08
H -2.73 -1.34 3.24
C -0.84 0.51 -2.73
C -1.52 -0.84 -2.48
C -0.74 -1.55 -1.36
S -0.04 -0.24 -0.35
O 1.40 -0.29 -0.42
O -0.71 -0.24 0.92
C -0.62 1.12 -1.35
H -1.45 1.16 -3.36
H 0.12 0.36 -3.23
H -2.55 -0.67 -2.15
H -1.55 -1.46 -3.36
H -1.38 -2.16 -0.73
H 0.08 -2.15 -1.75
H 0.12 1.92 -1.32
H -1.56 1.46 -0.92
C 4.40 -1.31 0.04
C 3.88 -2.37 1.02
C 5.00 -3.40 1.21
S 6.55 -2.52 0.92
O 7.17 -3.05 -0.26
O 7.29 -2.42 2.15
C 5.80 -0.95 0.50
H 3.75 -0.44 0.01
H 4.44 -1.73 -0.97
H 3.65 -1.90 1.98
H 2.97 -2.84 0.66
H 5.03 -3.83 2.21
H 4.95 -4.20 0.47
H 6.41 -0.46 -0.26
H 5.78 -0.35 1.41
C -3.14 5.40 8.25
C -4.26 4.97 9.20
C -5.51 4.71 8.35
S -4.92 4.22 6.73
O -5.31 5.21 5.77
O -5.22 2.83 6.49
C -3.18 4.41 7.09
H -2.17 5.40 8.74
H -3.33 6.41 7.88
H -3.97 4.05 9.72
H -4.46 5.72 9.96
H -6.14 3.91 8.74
H -6.11 5.61 8.21
H -2.67 4.76 6.19
H -2.79 3.43 7.38
C 9.41 -1.06 -4.28
C 8.95 -2.48 -3.90
C 7.56 -2.36 -3.27
S 6.81 -0.91 -4.01
O 6.61 0.09 -2.97
O 5.71 -1.28 -4.86
C 8.22 -0.42 -4.99
H 10.29 -1.07 -4.91
H 9.65 -0.49 -3.38
H 8.91 -3.10 -4.79
H 9.65 -2.95 -3.20
H 6.92 -3.21 -3.47
H 7.61 -2.19 -2.20
H 8.27 0.67 -5.04
H 8.07 -0.83 -5.99
C 7.49 4.20 -1.30
C 8.39 5.35 -1.80
C 9.78 4.77 -2.07
S 9.52 3.04 -2.49
O 10.12 2.21 -1.48
O 9.83 2.82 -3.89
C 7.75 3.04 -2.26
H 6.44 4.48 -1.29
H 7.78 3.92 -0.29
H 7.97 5.77 -2.72
H 8.44 6.17 -1.07
H 10.29 5.25 -2.89
H 10.41 4.79 -1.18
H 7.44 2.07 -1.88
H 7.29 3.22 -3.23
C -6.05 -3.57 -3.55
C -5.65 -5.05 -3.66
C -4.37 -5.12 -4.50
S -3.52 -3.56 -4.23
O -3.46 -2.83 -5.47
O -2.31 -3.79 -3.47
C -4.77 -2.83 -3.18
H -6.82 -3.41 -2.80
H -6.42 -3.21 -4.51
H -5.47 -5.46 -2.67
H -6.45 -5.64 -4.12
H -3.71 -5.93 -4.19
H -4.57 -5.19 -5.56
H -4.80 -1.76 -3.37
H -4.48 -3.01 -2.14


Record 5
25
Properties=species:S:1:pos:R:3 method="wB97M-V/def2-TZVPD" homo_energy_ha="-0.3717 / -0.3700"
C 1.34 1.25 -0.84
C -2.21 1.99 0.31
C -1.61 -0.36 -0.18
C -0.46 -1.41 -0.50
C 0.71 0.29 1.04
C -1.09 1.11 -0.30
C 0.95 -0.82 -0.04
N 0.24 1.34 0.15
N 1.47 -0.04 -1.06
O 1.62 2.24 -1.46
O -3.33 1.63 0.54
O 3.62 -0.84 1.31
O 3.13 1.48 0.67
O 3.57 -0.29 -1.07
S 3.75 0.21 0.33
H -2.07 3.05 0.41
H -2.46 -0.56 -0.93
H -1.84 -0.66 0.85
H -0.56 -2.38 0.15
H -0.57 -1.71 -1.61
H -0.09 0.13 1.90
H 1.52 0.57 1.62
H -1.10 1.43 -1.29
H 1.74 -1.63 0.05
H 5.14 0.15 0.15


Record 6
109
Properties=species:S:1:pos:R:3 method="wB97M-V/def2-TZVPD" homo_energy_ha=-0.3575 smiles="CCCCCCCc1c(OC#N)c([C@H](Br)CC)cc2c1C(=O)N(CCCCl)C2=O.C[C@@H]1COC(=O)O1.C[C@@H]1COC(=O)O1.C[C@@H]1COC(=O)O1.C[C@@H]1COC(=O)O1"
C -2.66 4.22 -2.76
C -2.04 3.64 -1.47
C -2.81 2.40 -0.96
C -2.64 2.12 0.56
C -1.62 1.02 0.90
C -0.15 1.38 0.59
C 0.34 0.99 -0.84
C 0.59 -0.49 -0.96
C -0.36 -1.42 -1.39
O -1.66 -0.94 -1.73
C -1.52 -0.33 -2.89
N -1.45 0.37 -3.82
C -0.11 -2.78 -1.48
C -1.22 -3.74 -1.90
Br -1.96 -3.31 -3.66
C -2.28 -3.73 -0.76
C -3.65 -4.34 -1.17
C 1.15 -3.29 -1.20
C 2.10 -2.39 -0.82
C 1.83 -1.02 -0.69
C 3.14 -0.37 -0.25
O 3.33 0.61 0.42
N 4.15 -1.27 -0.77
C 4.41 -0.95 -2.18
C 5.11 -2.08 -2.96
C 4.76 -1.84 -4.46
Cl 5.43 -3.09 -5.53
C 3.58 -2.55 -0.47
O 4.14 -3.52 -0.03
H -3.75 4.21 -2.73
H -2.30 5.25 -2.87
H -2.32 3.66 -3.64
H -2.09 4.40 -0.69
H -0.99 3.36 -1.65
H -3.88 2.60 -1.15
H -2.56 1.51 -1.54
H -2.45 3.07 1.09
H -3.62 1.75 0.92
H -1.93 0.07 0.45
H -1.68 0.86 1.99
H 0.01 2.45 0.78
H 0.49 0.83 1.31
H -0.32 1.40 -1.60
H 1.31 1.50 -0.98
H -0.81 -4.76 -1.91
H -1.82 -4.26 0.09
H -2.47 -2.71 -0.42
H -4.30 -3.50 -1.46
H -4.12 -4.77 -0.28
H -3.60 -5.06 -1.99
H 1.39 -4.34 -1.27
H 3.52 -0.62 -2.75
H 5.10 -0.10 -2.18
H 6.20 -1.99 -2.91
H 4.75 -3.09 -2.74
H 4.99 -0.81 -4.76
H 3.67 -1.92 -4.52
C 8.79 -2.95 0.29
C 9.15 -3.19 -1.16
C 10.63 -3.26 -1.42
O 10.72 -2.81 -2.78
C 9.66 -1.99 -3.00
O 9.53 -1.29 -3.95
O 8.76 -2.08 -1.98
H 7.71 -2.91 0.41
H 9.18 -3.75 0.92
H 9.19 -2.00 0.63
H 8.64 -4.08 -1.53
H 11.04 -4.26 -1.33
H 11.22 -2.58 -0.80
C -4.21 10.02 -2.53
C -4.11 8.62 -1.96
C -4.56 8.51 -0.53
O -3.79 7.40 -0.06
C -2.66 7.36 -0.80
O -1.71 6.69 -0.55
O -2.75 8.18 -1.87
H -3.86 10.03 -3.56
H -5.23 10.38 -2.50
H -3.57 10.70 -1.97
H -4.65 7.92 -2.60
H -5.63 8.30 -0.43
H -4.31 9.38 0.07
C -1.44 -4.99 3.78
C -2.88 -5.42 3.65
C -3.06 -6.89 3.35
O -4.30 -6.90 2.64
C -4.43 -5.69 2.04
O -5.24 -5.43 1.21
O -3.51 -4.81 2.51
H -1.38 -3.92 3.99
H -0.94 -5.53 4.58
H -0.90 -5.16 2.84
H -3.44 -5.13 4.54
H -3.12 -7.50 4.25
H -2.28 -7.29 2.70
C -3.82 1.91 7.14
C -3.52 1.67 5.68
C -2.05 1.61 5.36
O -2.02 2.05 3.99
C -3.10 2.86 3.81
O -3.28 3.55 2.87
O -3.95 2.77 4.87
H -4.90 1.95 7.30
H -3.40 1.12 7.76
H -3.42 2.87 7.46
H -4.04 0.77 5.33
H -1.63 0.61 5.45
H -1.45 2.30 5.96


Record 7
12
Properties=species:S:1:pos:R:3 method="wB97M-V/def2-TZVPD" homo_energy_ha=-0.3368 smiles="C1=CC1.C"
C 1.82 1.38 0.19
C 1.94 -0.03 0.36
C -2.28 -0.74 0.06
C 0.86 -0.07 -0.34
H 0.98 1.92 0.58
H 2.60 -0.82 0.72
H -1.63 -1.25 0.76
H -3.19 -1.29 -0.14
H -1.75 -0.47 -0.83
H 0.77 -0.70 -1.22
H -2.57 0.24 0.44
H 2.45 1.83 -0.58


no.,maximum force (eV/Å)
1,5.60
2,4.76
3,12.77
4,1.56
5,6.83
6,2.03
7,2.87